Record 1
21
Properties=species:S:1:pos:R:3 method="wB97M-V/def2-TZVPD" homo_ev=-13.72 charge=+1 total_energy_ha=-419.946345 lumo_ev=-3.1 de_lowest_kj_mol=207.63 orbital_gap_ev=10.7
N 1.90 -0.35 -1.12
C 1.63 -1.18 0.12
C 0.47 -0.55 0.85
N 0.62 0.91 0.78
C -0.65 1.61 0.77
C -1.07 1.79 -0.67
O -0.53 1.19 -1.57
H 2.87 -0.05 -1.13
H 1.29 0.49 -0.99
H 1.65 -0.82 -1.98
H 1.44 -2.20 -0.18
H 2.56 -1.24 0.69
H 0.33 -0.94 1.86
H -0.43 -0.84 0.33
H 1.29 1.20 1.48
H -1.47 1.08 1.27
H -0.64 2.55 1.29
H -1.93 2.45 -0.91
H -1.82 -2.72 -0.10
H -2.75 -3.32 0.93
O -2.19 -2.55 0.79

Record 2
21
Properties=species:S:1:pos:R:3 method="wB97M-V/def2-TZVPD" homo_ev=-12.56 charge=+1 total_energy_ha=-419.791673 lumo_ev=-8.6 de_lowest_kj_mol=613.72 orbital_gap_ev=4.0
O 1.03 0.06 -0.12
C 0.52 -1.03 -0.06
C -0.58 -1.35 0.84
C -1.27 -0.33 1.54
C -2.62 0.26 0.86
N -2.81 0.11 -0.54
N 4.19 0.32 0.17
H 0.88 -1.89 -0.65
H -0.82 -2.41 0.88
H -1.41 -0.67 2.60
H -0.53 0.47 1.49
H -3.47 -0.23 1.33
H -2.62 1.32 1.10
H -3.07 -0.84 -0.78
H -2.13 0.45 -1.21
H 3.21 0.51 0.09
H 4.28 -0.27 1.00
H 4.81 1.10 0.34
H 0.82 0.92 -2.40
H 1.16 1.92 -3.51
O 0.44 1.60 -2.97

Record 3
21
Properties=species:S:1:pos:R:3 method="wB97M-V/def2-TZVPD" smiles="CC(C)(C)P(N)(N)=O" homo_ev=-9.17 charge=0 total_energy_ha=-686.327963 lumo_ev=0.8 de_lowest_kj_mol=24.00 orbital_gap_ev=10.0
C -0.89 -1.48 0.64
C -0.77 -0.02 0.26
C -1.10 0.94 1.41
C -1.64 0.39 -0.94
P 1.23 0.41 -0.55
N 1.71 -0.79 -1.66
N 2.33 0.23 0.78
O 1.39 1.81 -1.00
H -0.73 -2.08 -0.23
H -0.15 -1.68 1.38
H -1.80 -1.57 1.24
H -0.71 0.37 2.28
H -2.21 0.89 1.47
H -0.78 1.94 1.04
H -1.24 1.41 -1.21
H -1.30 -0.18 -1.84
H -2.72 0.39 -0.79
H 1.60 -0.80 -2.71
H 2.52 -1.40 -1.51
H 3.24 0.42 0.43
H 2.02 0.82 1.52

Record 4
21
Properties=species:S:1:pos:R:3 method="wB97M-V/def2-TZVPD" homo_ev=-2.92 charge=-1 total_energy_ha=-743.031901 lumo_ev=3.3 de_lowest_kj_mol=386.43 orbital_gap_ev=6.2
N 1.60 -1.02 -0.61
C 0.27 -1.50 -0.21
C 0.10 -1.37 1.37
S 1.61 -1.58 2.37
C -0.83 -0.73 -0.86
N -0.32 1.15 -0.69
C -1.43 1.91 -1.31
H 1.62 -0.01 -0.60
H 2.23 -1.31 0.14
H 0.23 -2.56 -0.52
H -0.70 -2.09 1.65
H -0.22 -0.34 1.50
H -1.20 -1.03 -1.86
H -1.74 -0.41 -0.35
H -0.28 0.26 -1.41
H -1.23 2.98 -1.19
H -1.61 1.68 -2.37
H -2.34 1.74 -0.71
H 1.15 1.69 1.20
H 1.45 0.84 2.42
O 1.65 1.71 2.03

Record 5
21
Properties=species:S:1:pos:R:3 method="wB97M-V/def2-TZVPD" homo_ev=-2.84 charge=-1 total_energy_ha=-743.119717 lumo_ev=3.9 de_lowest_kj_mol=155.87 orbital_gap_ev=6.7
C 1.63 0.62 0.78
N 0.59 0.15 1.82
C -0.85 0.35 1.46
N -1.70 -0.78 1.27
C 1.55 -0.42 -0.38
C 0.71 -0.02 -1.58
S 0.03 -1.43 -2.41
H 1.20 1.61 0.49
H 2.65 0.88 1.17
H 0.83 -0.79 2.19
H -0.94 0.96 0.58
H -1.29 1.01 2.32
H -1.67 -1.40 2.08
H -1.35 -1.38 0.47
H 1.07 -1.39 0.17
H 2.51 -0.85 -0.63
H -0.03 0.64 -1.27
H 1.48 0.44 -2.38
H -2.15 -0.06 -1.58
H -1.72 1.09 -2.54
O -2.56 0.75 -2.03

Record 6
21
Properties=species:S:1:pos:R:3 method="wB97M-V/def2-TZVPD" homo_ev=-12.76 charge=+1 total_energy_ha=-742.899635 lumo_ev=-3.4 de_lowest_kj_mol=70.84 orbital_gap_ev=9.3
C -2.10 0.76 0.66
N -2.23 0.21 -0.62
C -2.53 -1.21 -0.73
O -1.67 0.15 1.61
H -2.41 1.81 0.75
H -2.82 0.84 -1.15
H -1.69 -1.81 -0.38
H -2.72 -1.44 -1.78
H -3.40 -1.49 -0.14
C 1.32 0.12 0.41
C 2.82 -0.06 0.37
S 3.52 -0.26 2.05
N 0.73 0.29 -0.98
H 1.10 1.06 0.91
H 0.83 -0.73 0.87
H 3.35 0.75 -0.13
H 3.09 -0.95 -0.21
H 3.14 0.98 2.42
H -0.33 0.33 -0.92
H 0.96 -0.49 -1.59
H 1.05 1.15 -1.42

Record 7
20
Properties=species:S:1:pos:R:3 method="wB97M-V/def2-TZVPD" homo_ev=-12.57 charge=+1 total_energy_ha=-667.676488 lumo_ev=-3.3 de_lowest_kj_mol=8.70 orbital_gap_ev=9.2
C 0.63 -2.48 -1.40
C 0.04 -2.07 -0.04
S -1.01 -0.58 -0.25
C -1.64 -0.38 1.44
H 1.57 -3.00 -1.25
H 0.83 -1.63 -2.05
H -0.04 -3.17 -1.91
H 0.81 -1.85 0.69
H -0.64 -2.84 0.32
H -1.42 -1.27 2.03
H -1.20 0.49 1.95
H -2.72 -0.24 1.42
N 1.51 1.64 -0.23
C 0.82 2.75 -0.15
N -0.48 2.81 -0.07
H 1.03 0.74 -0.12
H 2.51 1.69 -0.13
H 1.36 3.68 -0.16
H -0.92 3.72 -0.12
H -1.04 1.98 0.04

Record 8
20
Properties=species:S:1:pos:R:3 method="wB97M-V/def2-TZVPD" smiles=NCC[NH2+]CCS homo_ev=-12.68 charge=+1 total_energy_ha=-667.603953 lumo_ev=-3.1 de_lowest_kj_mol=199.15 orbital_gap_ev=9.5
N 0.11 1.64 -1.88
C 0.29 2.09 -0.42
C 0.81 0.88 0.37
N 0.56 -0.37 -0.41
C -0.68 -1.15 -0.11
C -0.65 -1.54 1.39
S -1.36 -3.27 1.36
H -0.66 2.18 -2.29
H 0.84 1.71 -2.60
H -0.76 2.42 -0.23
H 0.94 2.94 -0.41
H 0.46 0.84 1.40
H 1.91 1.02 0.41
H 1.39 -1.09 -0.47
H 0.49 0.15 -1.41
H -1.62 -0.78 -0.54
H -0.52 -2.07 -0.67
H -1.04 -0.73 2.05
H 0.35 -1.45 1.84
H -0.84 -3.41 2.62

Record 9
20
Properties=species:S:1:pos:R:3 method="wB97M-V/def2-TZVPD" homo_ev="-12.47 / -12.47" charge=+1 total_energy_ha=-667.406931 lumo_ev="-5.5 / -5.5" de_lowest_kj_mol=716.43 orbital_gap_ev="7.0 / 7.0"
C -1.07 0.37 3.01
C -2.15 -0.91 1.34
C 1.70 0.27 -0.34
C 0.23 0.09 -0.30
N -1.45 0.23 1.60
N 0.85 1.18 -1.09
S 1.76 -0.27 -4.39
H -1.33 1.33 3.39
H -1.83 -0.25 3.56
H -0.01 -0.01 3.30
H -3.21 -0.58 1.49
H -2.14 -1.19 0.32
H -1.90 -1.89 1.89
H 2.19 -0.44 -1.06
H 2.12 0.63 0.55
H -0.29 -0.71 -0.95
H 2.30 -1.46 -4.67
H 0.63 2.12 -0.78
H 0.74 1.15 -2.03
H 2.87 0.34 -4.85

Record 10
20
Properties=species:S:1:pos:R:3 method="wB97M-V/def2-TZVPD" homo_ev="-17.60 / -17.58" charge=+2 total_energy_ha=-667.170055 lumo_ev="-6.9 / -12.4" de_lowest_kj_mol=126.41 spin_multiplicity=2 orbital_gap_ev="10.7 / 5.2"
C 0.99 0.91 -0.23
N -0.30 0.28 -0.23
C -0.98 -0.26 0.98
C -2.49 -0.33 0.90
S -3.22 1.27 0.60
C 2.14 -0.06 -0.36
N 1.92 -0.89 -1.61
H 1.31 1.44 0.68
H 1.02 1.57 -1.13
H -0.98 0.96 -0.55
H -0.39 0.18 1.91
H -0.62 -1.32 0.99
H -2.75 -0.96 0.01
H -2.89 -0.95 1.75
H -3.53 1.65 1.84
H 2.12 -0.73 0.50
H 3.18 0.41 -0.41
H 2.01 -1.90 -1.48
H 2.53 -0.56 -2.36
H 0.94 -0.70 -1.79

Record 11
20
Properties=species:S:1:pos:R:3 method="wB97M-V/def2-TZVPD" smiles=NCCCNCN homo_ev=-8.38 charge=0 total_energy_ha=-324.325769 lumo_ev=1.1 de_lowest_kj_mol=391.63 orbital_gap_ev=9.4
N -1.66 -1.95 0.79
C -1.23 -0.75 1.65
C -1.32 0.48 0.82
C -0.42 0.55 -0.37
N 0.89 0.83 -0.10
C 1.73 0.84 -1.33
N 2.88 -0.10 -1.33
H -1.63 -2.86 1.39
H -1.94 -1.43 -0.05
H -0.14 -0.86 1.60
H -1.97 -0.80 2.57
H -1.28 1.47 1.48
H -2.37 0.82 0.39
H -0.26 -0.40 -0.90
H -0.87 1.15 -1.21
H 0.89 1.76 0.34
H 2.10 1.88 -1.64
H 0.87 0.50 -2.02
H 2.95 -0.07 -0.36
H 2.79 -1.06 -1.70

Record 12
20
Properties=species:S:1:pos:R:3 method="wB97M-V/def2-TZVPD" smiles=NCCNCCN homo_ev=-8.65 charge=0 total_energy_ha=-324.438170 lumo_ev=1.1 de_lowest_kj_mol=96.52 orbital_gap_ev=9.7
N -1.38 -3.11 1.06
C -1.08 -2.09 0.04
C -0.18 -0.99 0.59
N 0.16 -0.09 -0.49
C 1.26 0.83 -0.22
C 1.11 2.15 -0.95
N 0.60 3.20 -0.09
H -2.36 -3.04 1.33
H -1.28 -4.04 0.66
H -2.00 -1.59 -0.26
H -0.55 -2.49 -0.83
H -0.74 -0.48 1.40
H 0.73 -1.38 1.05
H -0.64 0.42 -0.83
H 2.21 0.38 -0.49
H 1.31 1.05 0.86
H 0.48 2.08 -1.83
H 2.10 2.45 -1.31
H -0.09 3.79 -0.52
H 0.34 2.94 0.84

Number 1: maximum force 0.018 Eh/bohr. Number 2: maximum force 0.060 Eh/bohr. Number 3: maximum force 0.062 Eh/bohr. Number 4: maximum force 0.053 Eh/bohr. Number 5: maximum force 0.086 Eh/bohr. Number 6: maximum force 0.020 Eh/bohr. Number 7: maximum force 0.014 Eh/bohr. Number 8: maximum force 0.064 Eh/bohr. Number 9: maximum force 0.069 Eh/bohr. Number 10: maximum force 0.096 Eh/bohr. Number 11: maximum force 0.109 Eh/bohr. Number 12: maximum force 0.013 Eh/bohr.